Record 1
{
  "formula": "C33H36ClN5Ta",
  "method": "wB97M-V/def2-TZVPD",
  "de_lowest_kj_mol": 0.0,
  "homo_lumo_gap_ev": 6.7,
  "largest_force_ha_per_bohr": 0.0065,
  "e_tot_ha": -2069.220493,
  "lumo_energy_ev": -9.880,
  "charge": 3,
  "species": ["Ta", "C", "C", "C", "N", "C", "C", "C", "C", "C", "C", "C", "N", "C", "C", "C", "N", "C", "C", "C", "C", "C", "C", "C", "N", "C", "C", "H", "H", "H", "H", "H", "H", "H", "H", "H", "H", "H", "H", "H", "H", "H", "H", "H", "H", "H", "H", "H", "H", "H", "H", "H", "H", "C", "C", "C", "C", "C", "C", "H", "H", "H", "H", "H", "H", "Cl", "C", "C", "C", "C", "N", "C", "H", "H", "H", "H"],
  "positions_angstrom": [[-0.03, 0.39, 0.30], [-4.03, 0.61, 0.20], [-3.58, 1.45, 1.40], [-2.43, 0.84, 2.20], [-1.10, 1.32, 1.75], [-0.56, 2.45, 2.35], [-1.31, 3.22, 3.23], [-0.97, 4.32, 4.00], [0.24, 5.00, 4.07], [1.38, 4.74, 3.33], [1.62, 3.73, 2.41], [0.81, 2.68, 1.97], [1.28, 1.76, 1.07], [2.71, 1.79, 0.71], [3.11, 0.52, -0.03], [2.82, -0.74, 0.76], [1.37, -1.03, 0.76], [0.95, -2.28, 1.15], [1.83, -3.19, 1.73], [1.62, -4.49, 2.15], [0.46, -5.27, 2.10], [-0.77, -4.88, 1.62], [-1.17, -3.65, 1.10], [-0.45, -2.49, 0.90], [-1.02, -1.35, 0.35], [-2.40, -1.39, -0.14], [-2.88, 0.00, -0.63], [-4.67, -0.21, 0.53], [-4.65, 1.23, -0.45], [-3.28, 2.45, 1.05], [-4.44, 1.61, 2.05], [-2.53, 1.01, 3.27], [-2.42, -0.24, 2.09], [-2.35, 2.92, 3.35], [-1.76, 4.70, 4.63], [0.28, 5.84, 4.75], [2.21, 5.42, 3.49], [2.60, 3.77, 1.97], [2.92, 2.66, 0.10], [3.31, 1.86, 1.62], [2.64, 0.46, -1.02], [4.18, 0.58, -0.22], [3.33, -1.58, 0.29], [3.19, -0.64, 1.78], [2.84, -2.84, 1.89], [2.48, -4.99, 2.58], [0.54, -6.28, 2.47], [-1.55, -5.63, 1.66], [-2.21, -3.62, 0.80], [-2.45, -2.11, -0.96], [-3.07, -1.73, 0.65], [-2.08, 0.77, -0.68], [-3.18, -0.09, -1.67], [-0.06, -2.60, -4.46], [-0.26, -3.12, -3.18], [0.79, -3.13, -2.27], [2.02, -2.61, -2.62], [2.22, -2.09, -3.89], [1.18, -2.09, -4.81], [-0.86, -2.63, -5.19], [-1.21, -3.57, -2.93], [0.65, -3.62, -1.31], [2.86, -2.66, -1.92], [3.20, -1.72, -4.18], [1.35, -1.74, -5.82], [-0.01, 4.95, -3.08], [0.03, 3.25, -3.02], [0.05, 2.47, -4.17], [0.10, 1.09, -4.05], [0.11, 0.51, -2.80], [0.08, 1.27, -1.69], [0.04, 2.62, -1.79], [0.04, 2.94, -5.14], [0.12, 0.46, -4.93], [0.15, -0.57, -2.68], [0.02, 3.19, -0.87]]
}

Record 2
{
  "formula": "C37H45N7OSV",
  "method": "wB97M-V/def2-TZVPD",
  "de_lowest_kj_mol": 0.0,
  "homo_lumo_gap_ev": [6.2, 6.3],
  "largest_force_ha_per_bohr": 0.0525,
  "multiplicity": 2,
  "s_squared": 0.777,
  "e_tot_ha": -3237.128028,
  "lumo_energy_ev": [-6.887, -6.803],
  "charge": 2,
  "species": ["V", "N", "C", "N", "C", "N", "N", "C", "C", "C", "C", "C", "C", "N", "C", "C", "C", "C", "C", "C", "H", "H", "H", "H", "H", "H", "H", "H", "H", "H", "H", "C", "C", "C", "C", "C", "C", "C", "C", "C", "C", "C", "C", "C", "C", "C", "C", "C", "H", "H", "H", "H", "H", "H", "H", "H", "H", "H", "H", "H", "H", "H", "H", "H", "H", "H", "H", "H", "H", "H", "H", "H", "H", "H", "H", "H", "H", "O", "C", "C", "C", "C", "C", "N", "C", "S", "N", "H", "H", "H", "H", "H"],
  "positions_angstrom": [[-1.37, -0.09, -0.62], [-0.40, 2.64, 2.49], [-0.45, 1.59, 1.68], [-1.20, 1.54, 0.58], [-2.08, 2.56, 0.35], [-3.04, 2.40, -0.49], [-2.91, 1.18, -1.11], [-3.72, 0.76, -2.02], [-3.31, -0.48, -2.69], [-4.21, -1.02, -3.57], [-3.79, -2.21, -4.25], [-2.50, -2.69, -4.04], [-1.73, -2.08, -3.05], [-2.13, -1.04, -2.36], [-1.99, 3.77, 1.16], [-2.69, 4.94, 0.86], [-2.41, 6.12, 1.51], [-1.43, 6.18, 2.50], [-0.77, 5.05, 2.89], [-1.06, 3.85, 2.21], [0.16, 2.51, 3.31], [0.13, 0.74, 1.93], [-4.60, 1.32, -2.31], [-5.15, -0.55, -3.68], [-4.46, -2.77, -4.88], [-2.06, -3.53, -4.59], [-0.75, -2.46, -2.74], [-3.46, 4.96, 0.13], [-2.95, 7.02, 1.27], [-1.20, 7.12, 3.05], [-0.05, 5.05, 3.69], [2.73, 0.26, 1.05], [2.57, -1.23, 0.96], [2.25, -1.50, -0.34], [2.00, -0.18, -1.04], [2.45, 0.92, -0.09], [2.83, 2.33, -0.47], [2.90, 3.26, 0.69], [1.85, 2.90, -1.49], [4.20, 2.18, -1.19], [2.45, -2.79, -1.17], [3.89, -3.26, -0.97], [2.29, -2.47, -2.66], [1.43, -3.93, -0.79], [2.88, -2.06, 2.23], [2.03, -1.43, 3.35], [2.48, -3.54, 2.22], [4.38, -1.87, 2.49], [3.18, 0.73, 1.90], [2.44, 0.00, -2.02], [1.92, 3.46, 1.05], [3.38, 4.21, 0.31], [3.60, 2.88, 1.42], [0.80, 2.93, -1.13], [1.86, 2.28, -2.37], [2.11, 3.90, -1.83], [4.97, 1.86, -0.50], [4.50, 3.14, -1.61], [4.12, 1.44, -2.02], [4.53, -2.60, -1.54], [4.04, -4.28, -1.38], [4.29, -3.32, 0.06], [3.21, -1.96, -2.97], [1.39, -1.90, -2.89], [2.17, -3.42, -3.18], [1.71, -4.43, 0.11], [1.53, -4.66, -1.61], [0.38, -3.63, -0.74], [0.96, -1.36, 3.12], [2.30, -0.39, 3.59], [2.17, -1.97, 4.33], [1.44, -3.71, 1.89], [2.55, -3.90, 3.25], [3.21, -4.13, 1.61], [4.65, -0.88, 2.66], [4.97, -2.33, 1.68], [4.61, -2.39, 3.43], [-0.15, 0.94, -1.76], [0.50, 0.07, -1.17], [-5.84, -2.14, -0.77], [-4.98, -1.46, 0.23], [-5.49, -0.67, 1.22], [-4.55, -0.23, 2.15], [-3.27, -0.59, 2.14], [-2.85, -1.28, 1.12], [-1.07, -1.55, 0.92], [-3.65, -1.71, 0.16], [-6.12, -3.11, -0.40], [-5.36, -2.27, -1.71], [-6.79, -1.60, -0.86], [-6.53, -0.39, 1.21], [-4.85, 0.45, 2.98]]
}

Record 3
{
  "formula": "C2H5NO2",
  "method": "wB97M-V/def2-TZVPD",
  "de_lowest_kj_mol": 182.8,
  "homo_lumo_gap_ev": 10.1,
  "largest_force_ha_per_bohr": 0.0880,
  "smiles": "NC=O.C=O",
  "e_tot_ha": -284.397747,
  "lumo_energy_ev": 0.257,
  "charge": 0,
  "species": ["O", "C", "H", "H", "C", "N", "O", "H", "H", "H"],
  "positions_angstrom": [[1.41, 1.66, 0.71], [2.11, 1.87, -0.31], [2.63, 1.06, -0.92], [2.12, 2.95, -0.71], [-1.27, -1.59, 0.00], [-0.65, -0.61, 0.67], [-1.73, -1.47, -1.17], [-1.22, -2.48, 0.59], [-0.53, -0.69, 1.68], [-0.90, 0.26, 0.17]]
}

Record 4
{
  "formula": "CH3O3P",
  "method": "wB97M-V/def2-TZVPD",
  "de_lowest_kj_mol": 531.1,
  "homo_lumo_gap_ev": [7.4, 7.4],
  "largest_force_ha_per_bohr": 0.0933,
  "e_tot_ha": -606.822950,
  "lumo_energy_ev": [-1.460, -1.460],
  "charge": 0,
  "species": ["C", "O", "O", "O", "P", "H", "H", "H"],
  "positions_angstrom": [[0.01, -0.21, -1.40], [0.65, 0.46, 3.52], [-0.64, -0.28, -0.17], [0.24, 0.24, 0.79], [-0.56, 0.49, 2.79], [0.08, 0.74, -1.77], [-0.67, -0.73, -2.25], [0.90, -0.72, -1.50]]
}

Record 5
{
  "formula": "C16H26Cl3FHfNO11P2",
  "method": "wB97M-V/def2-TZVPD",
  "de_lowest_kj_mol": 60.6,
  "homo_lumo_gap_ev": 8.5,
  "largest_force_ha_per_bohr": 0.0138,
  "e_tot_ha": -3719.016928,
  "lumo_energy_ev": -2.525,
  "charge": 1,
  "species": ["Hf", "C", "O", "C", "C", "O", "C", "C", "O", "C", "H", "H", "H", "H", "H", "H", "H", "H", "H", "H", "H", "H", "H", "H", "N", "C", "C", "P", "O", "O", "O", "P", "O", "O", "O", "H", "H", "H", "H", "H", "H", "H", "H", "Cl", "C", "Cl", "Cl", "C", "O", "O", "F", "C", "C", "C", "C", "C", "C", "H", "H", "H", "H"],
  "positions_angstrom": [[0.05, -0.13, -0.33], [0.46, -0.73, 2.99], [0.22, -1.33, 1.69], [-0.17, -2.69, 1.84], [-0.57, -3.19, 0.47], [0.27, -2.54, -0.50], [1.57, -3.15, -0.61], [2.22, -2.54, -1.80], [2.16, -1.15, -1.58], [3.11, -0.41, -2.36], [1.14, -1.38, 3.54], [-0.50, -0.63, 3.50], [0.92, 0.24, 2.83], [-1.01, -2.76, 2.54], [0.68, -3.24, 2.26], [-1.58, -2.91, 0.21], [-0.46, -4.27, 0.38], [1.44, -4.23, -0.72], [2.15, -2.95, 0.30], [1.70, -2.80, -2.73], [3.26, -2.88, -1.87], [4.11, -0.78, -2.15], [3.03, 0.63, -2.06], [2.88, -0.51, -3.42], [-3.88, 1.57, -0.60], [-3.25, 1.48, 0.79], [-4.13, 2.17, 1.81], [-3.07, -0.35, 1.12], [-4.46, -0.87, 0.49], [-2.94, -0.67, 2.54], [-2.02, -0.72, 0.08], [-1.53, 2.09, 0.59], [-1.57, 3.62, 0.93], [-0.61, 1.26, 1.44], [-1.19, 1.77, -0.86], [-4.63, 0.87, -0.69], [-3.16, 1.40, -1.32], [-4.28, 2.50, -0.76], [-5.13, 1.74, 1.82], [-4.20, 3.24, 1.63], [-3.70, 2.01, 2.80], [-5.01, -1.32, 1.14], [-0.81, 3.95, 1.42], [0.03, 1.83, -5.09], [-0.76, 0.46, -4.35], [-0.55, -1.00, -5.31], [-2.51, 0.81, -4.16], [-0.22, 0.18, -2.94], [-0.70, -0.79, -2.29], [0.63, 0.92, -2.41], [5.30, 2.91, 1.66], [4.21, 2.23, 1.24], [3.27, 2.87, 0.46], [2.17, 2.14, 0.03], [1.96, 0.80, 0.38], [2.96, 0.21, 1.16], [4.09, 0.90, 1.59], [3.42, 3.91, 0.20], [1.46, 2.66, -0.60], [2.88, -0.84, 1.45], [4.85, 0.43, 2.19]]
}

Record 6
{
  "formula": "C4H7NS2",
  "method": "wB97M-V/def2-TZVPD",
  "de_lowest_kj_mol": 173.0,
  "homo_lumo_gap_ev": 7.7,
  "largest_force_ha_per_bohr": 0.0992,
  "smiles": "CSC(=S)/C=C\\N",
  "e_tot_ha": -1007.668363,
  "lumo_energy_ev": -0.330,
  "charge": 0,
  "species": ["C", "C", "C", "C", "H", "H", "H", "H", "H", "H", "H", "N", "S", "S"],
  "positions_angstrom": [[2.26, 1.40, 0.07], [0.53, -0.69, -0.05], [-0.61, -1.46, -0.11], [-1.82, -0.94, -0.12], [2.97, 0.72, -0.49], [2.32, 1.19, 1.24], [2.34, 2.51, -0.24], [-0.56, -2.54, -0.46], [-2.70, -1.69, -0.17], [-1.69, 1.24, 0.48], [-3.23, 0.53, 0.23], [-2.28, 0.42, 0.01], [0.50, 0.97, -0.34], [1.97, -1.67, -0.07]]
}

Record 7
{
  "formula": "C5H25NO8V",
  "method": "wB97M-V/def2-TZVPD",
  "homo_lumo_gap_ev": [6.5, 8.8],
  "largest_force_ha_per_bohr": 0.0213,
  "multiplicity": 4,
  "s_squared": 3.753,
  "e_tot_ha": -1806.202414,
  "lumo_energy_ev": [0.210, 0.206],
  "charge": 0,
  "species": ["V", "O", "H", "O", "H", "C", "C", "C", "O", "C", "N", "H", "H", "H", "H", "H", "H", "H", "H", "H", "H", "H", "O", "H", "H", "O", "H", "H", "O", "H", "H", "O", "H", "H", "C", "O", "H", "H", "H", "H"],
  "positions_angstrom": [[8.45, 10.24, -9.66], [7.29, 8.55, -9.16], [6.67, 7.83, -9.13], [9.42, 11.81, -10.56], [9.64, 12.69, -10.24], [3.15, 11.03, -8.66], [4.15, 10.86, -9.79], [5.49, 11.42, -9.38], [6.51, 11.15, -10.33], [6.37, 11.84, -11.55], [4.27, 9.45, -10.22], [2.99, 12.09, -8.45], [3.54, 10.57, -7.75], [2.20, 10.57, -8.93], [3.75, 11.42, -10.65], [5.80, 10.91, -8.47], [5.40, 12.51, -9.25], [5.40, 11.65, -12.00], [7.18, 11.53, -12.19], [6.49, 12.93, -11.39], [5.26, 9.19, -10.26], [3.88, 8.84, -9.50], [8.95, 6.51, -10.08], [9.12, 6.62, -11.02], [8.34, 7.25, -9.83], [10.20, 9.27, -8.87], [11.15, 9.42, -8.92], [10.01, 8.73, -8.06], [8.77, 9.42, -11.77], [8.91, 8.57, -12.19], [8.93, 10.10, -12.43], [8.41, 11.49, -7.80], [8.08, 11.26, -6.92], [8.39, 12.45, -7.88], [8.69, 6.85, -6.63], [8.73, 8.21, -7.02], [9.37, 6.24, -7.23], [8.94, 6.76, -5.57], [7.67, 6.45, -6.73], [8.10, 8.33, -7.80]]
}

Record 8
{
  "formula": "C2H5NSi",
  "method": "wB97M-V/def2-TZVPD",
  "de_lowest_kj_mol": 392.7,
  "homo_lumo_gap_ev": 8.4,
  "largest_force_ha_per_bohr": 0.1021,
  "e_tot_ha": -423.268985,
  "lumo_energy_ev": -0.543,
  "charge": 0,
  "species": ["C", "C", "N", "Si", "H", "H", "H", "H", "H"],
  "positions_angstrom": [[-0.79, -0.13, -0.13], [-0.01, 1.15, -0.14], [-2.03, -0.43, 0.01], [1.06, -0.54, 0.00], [0.01, 1.61, -1.04], [0.07, 1.92, 0.74], [-2.16, -1.37, 0.03], [1.95, -1.49, 1.73], [1.91, -0.71, -1.19]]
}